ORCA calculation (the ωB97M-V functional and the def2-TZVPD basis) on a structure of composition C9H12N.

Summary:
Energy relative to the best compared isomer or geometry (same formula, charge and spin) ... 759.2 kJ/mol
LUMO (spin up / spin down) ... -0.1994 / -0.1995 hartree
Calculated total energy ... -11001.993 eV

The geometry in ORCA input format:
```
! RIJCOSX wB97M-V def2-TZVPD def2/J DEFGRID3
* xyz 1 1
C 0.335 1.727 0.198
C 0.604 0.491 -0.174
C 3.173 0.871 0.269
C -1.099 2.043 -0.057
C -1.693 0.692 -0.570
C -1.808 -0.431 0.503
C -0.562 -0.286 -0.270
C -2.866 -1.446 0.160
C 2.686 -1.484 -0.301
N 2.405 -0.136 -0.002
H 4.188 0.861 0.516
H 2.682 1.762 0.716
H -1.630 2.710 0.812
H -1.051 2.829 -0.880
H -2.419 0.651 -1.282
H -1.814 -0.140 1.542
H -2.834 -1.494 -0.871
H -3.909 -1.114 0.293
H -2.592 -2.527 0.652
H 1.957 -2.179 0.065
H 3.558 -1.775 0.131
H 2.686 -1.623 -1.451
*
```

ORCA calculation (the ωB97M-V functional and the def2-TZVPD basis) on the ion C9H12N with charge +1.

Summary:
Energy relative to the best compared isomer or geometry (same formula, charge and spin) ... 546.0 kJ/mol
Structure (SMILES) ... C1=C(C2=C3[NH2+]CC[C@@H]32)CC1
LUMO (spin up / spin down) ... -0.1826 / -0.1807 hartree
Calculated total energy ... -11004.203 eV

The geometry in ORCA input format:
```
! RIJCOSX wB97M-V def2-TZVPD def2/J DEFGRID3
* xyz 1 1
C 2.569 -0.416 -0.608
C 1.475 0.245 0.008
C 0.026 0.411 -0.132
C -1.302 1.163 -0.152
N -2.396 0.976 0.763
C -2.494 -0.589 0.822
C -1.801 -1.260 -0.394
C -1.074 -0.106 -1.086
C 2.492 0.778 1.111
C 3.611 -0.078 0.334
H 2.524 -1.090 -1.441
H -3.267 1.360 0.357
H -2.278 1.280 1.798
H -3.497 -0.860 0.955
H -2.010 -0.797 1.792
H -1.098 -1.986 -0.083
H -2.429 -1.732 -1.260
H -1.007 -0.159 -2.215
H 2.661 1.974 1.187
H 2.350 0.409 2.072
H 4.528 0.340 -0.072
H 3.823 -0.971 0.853
*
```

ORCA calculation (the ωB97M-V functional and the def2-TZVPD basis) on a structure of composition C9H12N2O3S3.

Summary:
Energy relative to the best compared isomer or geometry (same formula, charge and spin) ... 0.0 kJ/mol
LUMO ... -0.0241 hartree
Calculated total energy ... -51146.829 eV

The geometry in ORCA input format:
```
! RIJCOSX wB97M-V def2-TZVPD def2/J DEFGRID3
* xyz 0 1
C 0.837 4.564 -1.304
C 1.757 3.610 -0.502
H 2.870 3.604 -0.785
H 1.726 4.029 0.521
O 1.448 2.371 -0.783
C 0.393 2.041 0.194
O -0.324 2.788 1.017
C 0.325 0.447 -0.067
H 1.042 0.094 -0.764
C 0.361 -0.284 1.301
O 1.553 -0.859 1.729
C -0.553 -0.035 2.326
H -0.477 -0.442 3.080
H -0.943 0.938 2.464
H -1.528 -0.609 1.870
S -1.537 0.393 -0.636
C -1.652 -1.403 -0.882
N -0.650 -2.118 -0.307
N -0.762 -3.630 -0.482
C -2.032 -3.789 -0.997
S -2.410 -5.314 -1.474
S -2.852 -2.204 -1.336
C 0.149 -4.477 0.100
H 0.834 -3.838 0.663
H 0.806 -5.117 -0.905
H -0.389 -5.238 0.654
H 0.834 4.293 -2.517
H 1.356 5.533 -1.241
H -0.182 4.653 -0.937
*
```

ORCA calculation (the ωB97M-V functional and the def2-TZVPD basis) on a cluster of 2 separate species, C9H12N2O4 in total.

Summary:
Energy relative to the best compared isomer or geometry (same formula, charge and spin) ... 527.2 kJ/mol
Structure (SMILES) ... C/C=[N+](/[O-])O.O=C(O)Nc1ccccc1
LUMO ... 0.0244 hartree
Calculated total energy ... -20694.054 eV

The geometry in ORCA input format:
```
! RIJCOSX wB97M-V def2-TZVPD def2/J DEFGRID3
* xyz 0 1
C 3.004 1.866 -0.237
C 3.045 0.463 -0.695
N 3.397 -0.518 0.076
O 3.530 -1.706 -0.208
O 3.490 -0.180 1.401
H 2.306 2.030 0.632
H 3.989 1.933 0.231
H 2.764 2.553 -0.902
H 3.091 0.242 -1.718
H 3.407 -0.836 2.127
O 0.754 -0.804 0.856
C 0.254 -1.824 0.291
O 0.967 -2.878 -0.049
N -1.094 -1.905 -0.001
C -2.062 -0.914 0.235
C -1.755 0.458 0.285
C -2.778 1.398 0.203
C -4.160 1.045 0.125
C -4.420 -0.353 0.256
C -3.411 -1.321 0.315
H 1.886 -2.930 0.130
H -1.347 -2.861 -0.172
H -0.684 0.671 0.205
H -2.408 2.420 0.229
H -4.885 1.865 0.138
H -5.425 -0.814 0.328
H -3.687 -2.449 0.419
*
```

ORCA calculation (the ωB97M-V functional and the def2-TZVPD basis) on an isolated molecule of C9H12N2O4.

Summary:
Energy relative to the best compared isomer or geometry (same formula, charge and spin) ... 0.0 kJ/mol
Structure (SMILES) ... CCCCOC(=O)c1cc(=O)[nH]c(=O)[nH]1
LUMO ... -0.0137 hartree
Calculated total energy ... -20699.518 eV

The geometry in ORCA input format:
```
! RIJCOSX wB97M-V def2-TZVPD def2/J DEFGRID3
* xyz 0 1
C -4.289 -2.182 -0.371
C -3.551 -1.165 0.491
C -2.095 -1.017 0.057
C -1.361 -0.003 0.923
O -0.001 0.088 0.483
C 0.610 1.266 0.607
O 0.114 2.257 1.073
C 2.012 1.206 0.084
C 2.815 2.291 0.131
C 4.175 2.217 -0.381
O 4.984 3.112 -0.394
N 4.503 0.959 -0.890
C 3.713 -0.163 -0.955
O 4.078 -1.213 -1.414
N 2.444 0.022 -0.440
H -5.323 -2.273 -0.050
H -3.818 -3.159 -0.296
H -4.279 -1.877 -1.415
H -4.049 -0.196 0.418
H -3.587 -1.479 1.536
H -2.052 -0.693 -0.985
H -1.588 -1.981 0.130
H -1.357 -0.316 1.973
H -1.820 0.988 0.857
H 2.466 3.221 0.545
H 5.442 0.858 -1.260
H 1.813 -0.769 -0.457
*
```

Copy entry 1 word for word.
ORCA calculation (the ωB97M-V functional and the def2-TZVPD basis) on a structure of composition C9H12N.

Summary:
Energy relative to the best compared isomer or geometry (same formula, charge and spin) ... 759.2 kJ/mol
LUMO (spin up / spin down) ... -0.1994 / -0.1995 hartree
Calculated total energy ... -11001.993 eV

The geometry in ORCA input format:
```
! RIJCOSX wB97M-V def2-TZVPD def2/J DEFGRID3
* xyz 1 1
C 0.335 1.727 0.198
C 0.604 0.491 -0.174
C 3.173 0.871 0.269
C -1.099 2.043 -0.057
C -1.693 0.692 -0.570
C -1.808 -0.431 0.503
C -0.562 -0.286 -0.270
C -2.866 -1.446 0.160
C 2.686 -1.484 -0.301
N 2.405 -0.136 -0.002
H 4.188 0.861 0.516
H 2.682 1.762 0.716
H -1.630 2.710 0.812
H -1.051 2.829 -0.880
H -2.419 0.651 -1.282
H -1.814 -0.140 1.542
H -2.834 -1.494 -0.871
H -3.909 -1.114 0.293
H -2.592 -2.527 0.652
H 1.957 -2.179 0.065
H 3.558 -1.775 0.131
H 2.686 -1.623 -1.451
*
```

- Among the records above, which one has the lowest calculated total energy?
  C9H12N2O3S3